Record 1
{
  "formula": "CH4BBrO2",
  "method": "the ωB97M-V functional and the def2-TZVPD basis",
  "charge": 0,
  "molar_mass_g_mol": 138.757,
  "e_tot_ev": -75916.595,
  "e_homo_ev": -9.78,
  "homo_lumo_gap_ev": 8.3,
  "de_lowest_kj_mol": 149.3,
  "species": ["B", "H", "H", "H", "O", "O", "C", "H", "Br"],
  "xyz": [[-0.1727, 0.0708, 0.2592], [1.6858, -0.5344, -0.9071], [-2.0069, 0.7541, 0.8783], [-0.5536, -0.7357, 1.8581], [0.0445, -0.9288, 1.2147], [-1.3232, 0.8227, 0.1930], [0.9448, 0.1540, -1.0247], [0.7004, 0.8571, -1.7908], [2.4491, 1.9510, 0.0624]]
}



Record 2
{
  "formula": "CH4BBrO2",
  "method": "the ωB97M-V functional and the def2-TZVPD basis",
  "charge": 0,
  "molar_mass_g_mol": 138.757,
  "e_tot_ev": -75915.313,
  "e_homo_ev": [-11.13, -9.42],
  "homo_lumo_gap_ev": [10.2, 6.0],
  "de_lowest_kj_mol": 273.0,
  "species": ["Br", "H", "H", "H", "O", "B", "H", "O", "C"],
  "xyz": [[3.1659, 1.1555, 0.5953], [-0.7449, 0.6247, 1.8168], [0.1889, -0.7717, -1.9422], [0.0044, -1.1107, 2.0098], [-1.1967, 0.8104, -0.8132], [-0.4638, -0.2354, -0.2257], [-1.0286, 0.7361, -1.7161], [0.3970, -0.9667, -1.0614], [-0.3222, -0.2423, 1.3367]]
}



Record 3
{
  "formula": "CH4BClS",
  "method": "the ωB97M-V functional and the def2-TZVPD basis",
  "charge": 0,
  "molar_mass_g_mol": 94.375,
  "e_tot_ev": -25134.237,
  "e_homo_ev": -9.08,
  "homo_lumo_gap_ev": 8.6,
  "de_lowest_kj_mol": 167.3,
  "smiles": "BCSCl",
  "species": ["H", "H", "H", "B", "C", "H", "Cl", "S"],
  "xyz": [[-0.2771, -1.0420, 1.2409], [1.6446, -0.3928, 0.8044], [0.0607, 1.1799, -1.1418], [0.4745, -0.4942, 0.5373], [-0.2241, 0.1191, -0.7292], [-1.3820, -0.0666, -0.6114], [1.6829, -0.3358, -3.3383], [0.1244, -0.9875, -2.1326]]
}



Record 4
{
  "formula": "CH4BF",
  "method": "the ωB97M-V functional and the def2-TZVPD basis",
  "charge": 0,
  "molar_mass_g_mol": 45.853,
  "e_tot_ev": -4493.114,
  "e_homo_ev": -11.20,
  "homo_lumo_gap_ev": 11.0,
  "de_lowest_kj_mol": 106.3,
  "species": ["H", "H", "F", "B", "H", "H", "C"],
  "xyz": [[-0.5415, 1.4739, 0.9177], [0.3991, -1.8250, 0.0933], [-1.6969, -0.1284, -0.1018], [0.7518, -0.6881, 0.0260], [-0.4057, 1.0963, -0.9480], [1.9475, -0.3512, 0.0745], [-0.4543, 0.4226, -0.0617]]
}



Record 5
{
  "formula": "CH4BNO2",
  "method": "the ωB97M-V functional and the def2-TZVPD basis",
  "charge": 0,
  "molar_mass_g_mol": 72.860,
  "e_tot_ev": -7359.848,
  "e_homo_ev": -10.97,
  "homo_lumo_gap_ev": 10.7,
  "de_lowest_kj_mol": 150.2,
  "species": ["H", "H", "B", "O", "N", "O", "C", "H", "H"],
  "xyz": [[-1.6810, -0.6899, -0.0830], [0.1078, -0.2029, -1.6199], [0.1567, -0.0104, -0.3928], [2.8665, 0.6626, 0.0976], [1.7737, 0.2439, -0.0860], [1.3559, -0.9379, 0.1595], [-1.2935, 0.1150, 0.3797], [-1.3635, -0.1122, 1.3945], [-1.9226, 0.9320, 0.1505]]
}



Record 6
{
  "formula": "CH4Br2N2",
  "method": "the ωB97M-V functional and the def2-TZVPD basis",
  "charge": 0,
  "molar_mass_g_mol": 203.865,
  "e_tot_ev": -144163.057,
  "e_homo_ev": [-7.77, -7.78],
  "homo_lumo_gap_ev": [8.3, 8.2],
  "de_lowest_kj_mol": 238.9,
  "species": ["N", "Br", "H", "H", "C", "H", "N", "H", "Br"],
  "xyz": [[-0.9114, -0.6915, 0.1438], [1.3968, 1.3611, 0.2764], [0.9302, -0.1044, -1.5082], [-1.0653, 1.1069, 0.9404], [1.2327, -0.3786, -0.4539], [-0.7859, -1.1022, 1.0429], [-1.3632, 0.5400, 0.2047], [-1.8140, 1.0451, -0.6313], [2.3802, -1.7765, -0.0148]]
}



Record 7
{
  "formula": "CH4BrFSi",
  "method": "the ωB97M-V functional and the def2-TZVPD basis",
  "charge": 0,
  "molar_mass_g_mol": 143.031,
  "e_tot_ev": -81738.439,
  "e_homo_ev": [-8.43, -11.22],
  "s_squared": 2.005,
  "homo_lumo_gap_ev": [9.3, 9.5],
  "de_lowest_kj_mol": 0.0,
  "multiplicity": 3,
  "species": ["F", "H", "H", "C", "H", "H", "Si", "Br"],
  "xyz": [[1.7753, -2.2971, 1.1595], [-0.7590, 1.1933, -1.8317], [0.0352, -1.3269, 2.5291], [-0.3032, 1.9149, -1.1907], [0.7495, 2.0873, -1.2511], [-0.9028, 2.5043, -0.5339], [0.4207, -1.4279, 1.1407], [-1.0157, -2.6479, -0.0218]]
}



Record 8
{
  "formula": "CH4BrO3P",
  "method": "the ωB97M-V functional and the def2-TZVPD basis",
  "charge": 0,
  "molar_mass_g_mol": 174.918,
  "e_tot_ev": -86574.327,
  "e_homo_ev": [-7.60, -9.34],
  "homo_lumo_gap_ev": [5.5, 9.7],
  "de_lowest_kj_mol": 233.6,
  "species": ["O", "O", "H", "Br", "P", "H", "O", "H", "H", "C"],
  "xyz": [[-0.0709, -0.3950, 2.1433], [0.6487, -0.9477, -0.2115], [-0.7936, -0.4336, 2.7698], [-0.0614, 2.2993, -1.1585], [-0.3256, -1.3362, 0.8439], [1.2522, 0.4995, -2.3118], [-1.8402, -0.7543, 0.4523], [-2.2114, -1.1597, -0.3288], [2.1298, 1.1371, -0.7791], [1.2725, 1.0905, -1.4196]]
}